(1)
Molecular formula: C6H16NOSi
Method: DFT, ωB97M-V with the def2-TZVPD basis set

```
25
Properties=species:S:1:pos:R:3:forces:R:3
C -1.4715 2.2811 0.4293 5.53 2.42 0.25
C -1.5595 0.0874 1.5167 -0.35 -3.24 2.41
C 0.7144 1.2150 1.2724 -0.14 0.46 -1.52
C 2.5075 -0.9602 -0.7056 -1.63 0.11 0.61
C -0.1400 -2.2417 -2.1398 -2.51 0.10 1.49
C -0.6744 0.9273 0.6276 -0.94 1.64 -0.09
N -0.6671 0.1162 -0.5606 -1.14 1.05 0.11
O 0.2679 0.5050 -1.6513 0.95 1.14 -0.23
Si 0.5914 -0.9965 -0.8603 -1.04 -2.61 -0.34
H -0.9479 3.0118 -0.3394 -1.14 -1.83 0.89
H -2.4541 2.1651 0.2592 -3.43 -0.63 -1.08
H -1.3829 2.9434 1.3319 -0.11 -0.83 -0.17
H -1.0949 -0.9273 1.9434 -0.21 2.24 -1.07
H -2.4366 -0.3865 0.9987 0.59 1.14 0.16
H -1.8773 0.5989 2.4483 -0.06 0.09 -0.57
H 1.0100 0.2411 1.5926 0.66 -0.60 0.74
H 1.4352 1.5027 0.4367 -1.00 0.12 1.19
H 0.6943 1.9503 2.1042 0.04 -0.45 -0.55
H 2.8711 -0.8668 -1.7003 0.74 0.27 -0.74
H 2.5379 -0.0222 -0.1495 0.84 -0.04 -0.13
H 2.9533 -1.7811 -0.1482 -0.05 0.01 -0.04
H -0.3051 -3.1823 -1.5801 0.86 -0.09 -0.68
H -1.2177 -2.0715 -2.5130 1.54 0.58 0.68
H 0.4548 -2.2424 -2.9972 1.14 -0.79 -1.51
H 0.1913 -1.8668 0.3845 0.85 -0.29 0.20
```
Positions in Å, forces in eV/Å.

Calculated values
total charge = -1
frontier orbital gap = 6.79 eV
E_LUMO = 3.7 eV
E_tot = -17895.2509 eV
HOMO energy = -0.1125 Eh
ΔE to the lowest compared entry with this formula, charge and spin = 149.03 kJ/mol



(2)
Molecular formula: C6H16O
Method: DFT, ωB97M-V with the def2-TZVPD basis set

```
23
Properties=species:S:1:pos:R:3:forces:R:3
C 0.4913 -2.0896 -0.1650 -0.48 0.26 -0.51
C 0.4422 -1.1846 -1.4283 1.89 0.24 1.47
C -0.7848 -0.2899 -1.4636 -0.93 -0.54 0.05
C -1.4907 0.2826 -0.1873 -0.37 -0.32 0.45
C -0.7965 0.5945 1.1665 0.08 1.04 -0.71
C -1.1671 2.0280 1.5978 0.17 -0.41 1.41
H 0.6526 -1.4289 0.6919 -0.57 -0.43 0.10
H -0.4462 -2.6464 -0.1441 -0.16 0.11 0.66
H 1.2687 -2.8496 -0.0895 0.29 0.12 -0.62
H 1.3718 -0.5918 -1.3271 -0.46 -0.02 -0.61
H 0.5163 -1.7852 -2.3321 -0.09 0.07 -0.14
H -0.7573 0.4287 -2.2956 0.39 0.06 0.48
H -1.5605 -0.9776 -1.7564 -0.43 -0.34 -0.72
H -2.3121 -0.4120 0.0426 0.17 0.14 -0.07
H -2.0072 1.1953 -0.5139 0.17 -0.17 0.07
H -1.0642 -0.0494 2.0029 -0.26 -0.43 -0.31
H 0.2813 0.4880 1.0676 0.09 0.38 -0.05
H -0.4960 2.3267 2.4187 0.11 0.32 -0.52
H -2.1415 2.0669 2.1120 -0.03 -0.19 -0.56
H -1.1850 2.7434 0.7808 0.29 0.08 0.03
H 3.5055 0.7339 -0.1531 0.71 0.66 -0.47
H 2.6511 -0.2383 0.4710 -0.53 -0.38 0.37
O 2.6490 0.6955 0.2565 -0.05 -0.24 0.20
```
Positions in Å, forces in eV/Å.

Calculated values
SMILES = CCCCCC.O
frontier orbital gap = 10.93 eV
E_LUMO = 0.8 eV
E_tot = -8528.1428 eV
HOMO energy = -0.3733 Eh
ΔE to the lowest compared entry with this formula, charge and spin = 105.20 kJ/mol



(3)
Molecular formula: C6H16O
Method: DFT, ωB97M-V with the def2-TZVPD basis set

```
23
Properties=species:S:1:pos:R:3:forces:R:3
C 1.0532 1.8210 0.5824 -0.93 0.31 -0.33
C 1.9124 1.1611 1.6593 0.18 0.34 0.24
C -0.1673 2.6225 1.0814 0.31 -0.46 1.04
H 1.6593 2.4981 -0.0226 0.06 -0.14 -0.06
H 0.6311 1.0962 -0.1088 0.34 -0.29 -0.03
H 1.4966 1.2578 2.6682 -0.12 0.03 -0.18
H 0.1479 3.6127 1.4170 -0.33 0.17 -0.35
H -0.9990 2.6225 0.3731 0.31 0.46 -0.15
H -0.5819 2.1584 1.9866 0.08 -0.12 -0.12
H 2.0727 0.0998 1.4890 0.03 -0.10 -0.13
H 2.8889 1.6459 1.6851 0.08 -0.15 0.10
C -0.8593 -1.0742 -0.8874 0.26 -0.35 0.00
C -0.9062 -1.5946 0.5458 -0.14 0.33 -0.08
C 0.5464 -1.1344 -1.4834 -0.12 -0.40 0.07
O -1.6811 -1.9393 -1.7095 0.10 0.59 0.10
H -1.2571 -0.0531 -0.9340 0.07 -0.08 0.03
H -0.1201 -1.1628 1.1682 0.00 0.01 -0.05
H 0.6346 -2.1251 -1.9105 0.07 -0.23 -0.34
H 0.7203 -0.3970 -2.2597 -0.07 0.06 -0.14
H 1.3540 -1.0800 -0.7599 -0.07 0.33 0.31
H -2.5483 -1.5328 -1.7644 -0.16 -0.12 -0.04
H -0.8110 -2.6780 0.5303 0.11 -0.07 0.04
H -1.8661 -1.3394 0.9945 -0.06 -0.11 0.09
```
Positions in Å, forces in eV/Å.

Calculated values
SMILES = CC(C)O.CCC
frontier orbital gap = 11.20 eV
E_LUMO = 0.9 eV
E_tot = -8528.5708 eV
HOMO energy = -0.3792 Eh
ΔE to the lowest compared entry with this formula, charge and spin = 63.91 kJ/mol



(4)
Molecular formula: C6H16O
Method: DFT, ωB97M-V with the def2-TZVPD basis set

```
23
Properties=species:S:1:pos:R:3:forces:R:3
C 2.1931 0.6038 -0.2260 -1.05 1.31 0.73
C 0.7941 0.8021 0.4276 0.43 -1.21 -0.15
C -0.3065 0.1320 -0.4130 -0.16 -1.16 0.48
C -0.3979 -1.3724 -0.0231 -0.55 -1.44 -2.27
C -1.7749 -1.9465 0.4059 0.54 2.86 2.39
C -3.0010 -1.5554 -0.4103 0.06 -2.35 -1.80
H 2.9596 0.9244 0.4908 0.03 -0.34 -0.22
H 2.3507 -0.4124 -0.5734 0.12 0.07 -0.16
H 2.1671 1.3597 -1.0175 0.55 -0.55 -0.49
H 0.7786 0.2407 1.3672 0.02 0.49 0.22
H 0.6800 1.8577 0.6436 -0.39 0.19 -0.02
H -1.3286 0.4806 -0.2461 0.28 0.72 -0.10
H -0.0958 0.0911 -1.4971 -0.07 0.80 0.47
H 0.4269 -1.7705 0.5784 -0.25 0.40 0.32
H -0.2738 -1.8981 -0.9790 0.45 -0.14 -0.07
H -1.6941 -3.0082 0.5908 -0.12 -0.30 -0.34
H -1.9150 -1.4862 1.4035 -0.23 -0.46 0.07
H -3.5229 -0.5943 -0.4103 0.89 0.10 0.25
H -3.7652 -2.2968 -0.1874 -0.37 0.08 0.47
H -2.7713 -1.9109 -1.4463 -0.22 0.96 0.20
H 2.3250 3.3790 0.3483 -0.35 -0.07 0.45
H 3.4391 4.3174 0.2752 -0.13 0.27 0.67
O 2.7329 4.0631 0.8979 0.50 -0.21 -1.13
```
Positions in Å, forces in eV/Å.

Calculated values
SMILES = CCCCCC.O
frontier orbital gap = 11.37 eV
E_LUMO = 0.9 eV
E_tot = -8528.0809 eV
HOMO energy = -0.3836 Eh
ΔE to the lowest compared entry with this formula, charge and spin = 111.18 kJ/mol



(5)
Molecular formula: C6H16O
Method: DFT, ωB97M-V with the def2-TZVPD basis set

```
23
Properties=species:S:1:pos:R:3:forces:R:3
C -1.5571 -2.0897 -0.3800 0.56 0.13 0.39
C -0.6338 -1.2796 0.5471 0.16 -0.62 -0.31
C -0.6145 0.2051 0.2140 -0.42 0.60 0.68
C -1.7100 0.9812 0.9983 -0.13 0.23 -0.54
C 0.7431 0.8622 0.4274 -0.04 0.50 -0.09
C 0.8292 2.2886 -0.1391 0.43 -0.44 -0.03
H -2.5510 -1.6358 -0.4307 0.03 -0.23 0.01
H -1.1275 -2.1344 -1.3786 -0.10 0.11 -0.17
H -1.5970 -3.1156 -0.0096 -0.36 0.02 -0.08
H 0.3738 -1.7167 0.5044 -0.07 0.17 -0.22
H -0.9422 -1.4651 1.5716 -0.15 0.27 0.32
H -0.8750 0.3477 -0.8265 0.08 -0.28 -0.54
H -2.4896 0.3302 1.3914 0.08 -0.14 0.09
H -2.2281 1.6904 0.3429 0.12 -0.02 0.06
H -1.2996 1.5818 1.8102 0.08 -0.19 0.19
H 0.9318 0.9069 1.5066 0.27 -0.21 -0.10
H 1.5239 0.2829 -0.0717 -0.03 -0.22 0.20
H 0.4494 2.3084 -1.1705 0.08 0.17 0.28
H 0.3100 3.0016 0.4830 -0.48 0.22 0.02
H 1.8739 2.6186 -0.1349 -0.12 -0.05 -0.18
H 4.1520 -1.3704 -2.2440 -0.29 -0.03 0.12
H 3.1998 -1.0983 -1.0603 0.07 -0.32 -0.72
O 3.2385 -1.4999 -1.9511 0.21 0.35 0.60
```
Positions in Å, forces in eV/Å.

Calculated values
SMILES = CCC(C)CC.O
frontier orbital gap = 11.75 eV
E_LUMO = 0.8 eV
E_tot = -8528.9843 eV
HOMO energy = -0.4019 Eh
ΔE to the lowest compared entry with this formula, charge and spin = 24.01 kJ/mol



(6)
Molecular formula: C6H16O2
Method: DFT, ωB97M-V with the def2-TZVPD basis set

```
24
Properties=species:S:1:pos:R:3:forces:R:3
C 0.3284 2.4140 -1.7778 1.11 -3.59 1.44
O 1.4325 3.1452 -2.0750 1.58 2.95 -0.24
C 0.5856 1.7811 -0.2984 0.30 -0.54 -1.84
C -0.1831 0.5004 -0.0048 1.97 -1.68 0.80
C -0.3108 0.0981 1.4699 0.73 0.36 -0.86
C 0.6770 -0.6112 -0.6607 1.12 0.36 -3.10
C 0.2596 -2.0616 -1.0345 -3.33 2.24 3.68
H 0.1480 1.7446 -2.6575 0.57 -0.30 1.05
H -0.5589 2.9204 -1.7642 -2.38 1.99 0.38
H 1.4557 3.9634 -1.5148 0.02 -1.18 -0.78
H 1.6969 1.5649 -0.1914 -1.30 0.54 -0.15
H 0.2781 2.5417 0.3843 0.00 0.73 0.65
H -1.1708 0.6005 -0.4335 -0.29 -0.33 -0.32
H -1.3338 0.0179 1.5898 -2.09 0.21 1.50
H 0.2502 0.6605 2.1779 -0.16 1.41 0.55
H 0.0789 -0.8570 1.7180 0.31 -1.36 -0.50
H 1.7403 -0.6636 -0.2989 -1.18 0.22 0.66
H 0.8767 -0.0714 -1.6030 0.19 -0.78 -0.42
H -0.5549 -2.1817 -1.6881 -0.60 0.46 -1.90
H -0.3171 -2.4898 -0.1773 0.95 0.00 0.21
H 1.0294 -2.6861 -1.2370 2.45 -1.72 -0.80
H -1.9901 -3.8933 2.7086 -0.16 -2.84 -1.20
H -2.3962 -3.2930 4.1440 0.74 -0.27 -2.14
O -2.0217 -3.1440 3.2245 -0.57 3.12 3.32
```
Positions in Å, forces in eV/Å.

Calculated values
SMILES = CC[C@@H](C)CCO.O
frontier orbital gap = 10.58 eV
E_LUMO = 0.8 eV
E_tot = -10574.2530 eV
HOMO energy = -0.3584 Eh
ΔE to the lowest compared entry with this formula, charge and spin = 220.77 kJ/mol